# 1
Computed, not measured: a molecular structure, C3H2FN at a distorted geometry, with ωB97M-V/def2-TZVPD.

Its spin multiplicity is 1. For the HOMO-LUMO gap, the calculation gives 11.9870 eV. The molar mass comes out at 71.1 u. As for the net charge: 0. As for the highest occupied orbital energy: -11.543 eV. The total energy is -7347.4202 eV.

```
7
Properties=species:S:1:pos:R:3:forces:R:3:lowdin_charge:R:1
C 1.38758 -1.29728 -2.41045 -3.8 4.6 3.7 -0.1079
C 0.05953 0.01390 -0.25591 -1.3 0.7 -0.9 0.0696
C 0.25366 -0.01115 -1.52738 2.8 -3.4 -4.6 -0.2328
N 2.12263 -2.05166 -2.82547 1.4 -1.5 -1.0 0.0539
F -0.28109 0.61110 -2.55222 0.0 0.3 0.9 0.0829
H -0.78302 0.55049 0.09393 -0.4 0.9 0.4 0.0822
H 0.43992 -0.71785 0.34334 1.4 -1.6 1.5 0.0520
```
Positions in Å, forces in eV/Å.

# 2
Computed, not measured: a molecular structure, C19H30NO2P2Pb at a distorted geometry, with ωB97M-V/def2-TZVPD.

Its spin multiplicity is 1. For the HOMO-LUMO gap (alpha / beta), the calculation gives 6.6854 / 4.2854 eV. The molar mass comes out at 573.6 u. As for the net charge: +1. As for the highest occupied orbital energy (alpha / beta): -9.862 / -7.491 eV. The total energy is -49585.3395 eV.

```
55
Properties=species:S:1:pos:R:3:forces:R:3:lowdin_charge:R:1
C -3.72246 0.37619 -1.96591 -0.2 -0.5 0.1 -0.0166
C -2.73437 -0.15957 -1.12453 -0.6 1.5 1.0 -0.2797
N -1.98647 0.72683 -0.39108 -0.3 0.2 -1.4 -0.0314
C -2.10980 2.08138 -0.55935 -0.9 -0.4 0.2 -0.3141
C -3.16209 2.63614 -1.31025 0.5 -0.4 -0.5 -0.0088
C -3.98442 1.75651 -2.01706 0.2 -0.7 0.0 -0.0231
C -2.72457 -1.66040 -0.73086 -0.1 0.4 0.1 -0.3087
P -1.33337 -2.31126 0.31177 -0.1 -0.6 -0.3 0.7965
Pb -1.26548 0.05403 2.00569 -1.0 0.8 0.5 1.0719
P 0.53120 2.55811 0.45435 0.5 -1.4 1.7 0.8173
C -1.24848 3.03830 0.28461 0.3 -0.4 -0.1 -0.2305
O -1.17600 -1.95846 -5.86527 0.2 -0.2 1.8 -0.0841
O 0.04771 1.70122 -3.86440 0.1 -1.2 1.0 -0.1341
H -4.36157 -0.34736 -2.48022 0.1 0.5 0.0 0.1213
H -3.29843 3.72216 -1.42000 0.1 -0.6 0.3 0.1286
H -4.84974 2.10824 -2.59096 0.5 -0.1 0.2 0.1245
C -2.37001 -3.73518 0.81691 -0.3 -0.4 0.7 -0.2912
C -0.23177 -3.18841 -0.92478 0.3 0.3 0.1 -0.2455
H -1.25699 4.07825 -0.12019 0.0 -0.8 0.1 0.1183
H -1.65529 3.11119 1.31180 0.2 -0.1 -0.4 0.0877
H -2.77600 -2.37905 -1.55444 -0.1 0.5 -0.4 0.0896
H -3.61660 -1.93921 -0.10621 0.5 0.9 -0.6 0.0980
C 1.40441 3.80129 1.41102 0.1 0.7 0.0 -0.1904
C 1.42909 2.77830 -1.09763 0.1 0.1 -0.4 -0.1778
H 0.06399 0.83584 -3.30148 0.9 2.5 -2.0 0.0831
H 0.90270 1.99922 -4.28040 -1.1 -1.3 1.0 0.0730
H -0.73809 -2.16608 -4.98850 -0.8 0.4 -1.6 0.0466
H -2.06896 -1.64128 -5.63111 0.6 -0.2 -0.2 0.0350
H -2.26691 -0.97667 3.16726 0.1 -1.0 0.3 -0.2116
H 3.08974 -1.44251 -2.21539 0.0 0.0 0.0 0.0280
H -2.68278 -4.24044 -0.09749 0.0 -0.1 0.0 0.0501
H -1.94694 -4.48089 1.48717 0.5 0.1 -0.1 0.0557
H -3.26858 -3.39748 1.33782 0.1 0.2 0.0 0.0446
H -0.61108 -4.21217 -1.09368 0.1 0.5 0.0 0.0503
H -0.23291 -2.62887 -1.87833 0.1 -0.3 0.4 0.0324
H 0.80961 -3.27230 -0.55905 -0.6 0.2 -0.2 0.0391
H 1.91023 3.79321 -1.12294 -0.9 -0.8 -0.2 0.0702
H 2.29200 2.09322 -1.09491 -0.6 -0.2 -0.3 0.0706
H 0.69249 2.61444 -1.91480 1.0 0.0 0.1 0.0304
H 1.72944 4.57315 0.69300 -0.1 0.0 0.7 0.0509
H 0.78516 4.22714 2.20671 0.3 -0.1 0.0 0.0659
H 2.29271 3.28493 1.80876 -0.3 0.3 0.0 0.0668
C 0.78410 0.97388 1.22368 0.4 1.5 -1.6 -0.5318
C 1.66209 0.21041 1.73638 1.0 -0.1 -0.1 -0.1464
C 2.70308 -0.45980 2.39633 0.5 -0.2 0.5 -0.2658
C 4.00643 0.12516 2.49428 0.0 0.2 0.2 -0.0491
C 5.02015 -0.45943 3.25000 -0.3 -0.4 -0.2 -0.0874
C 4.80255 -1.69471 3.88676 -0.2 0.0 0.1 -0.0922
C 3.53783 -2.30315 3.80268 0.0 0.2 -0.3 -0.0877
C 2.51971 -1.71543 3.04356 -0.1 0.0 0.4 -0.0598
H 4.18794 1.09208 2.02087 -0.1 -0.3 0.1 0.1009
H 5.99369 0.03391 3.35557 -0.5 -0.2 -0.2 0.1092
H 5.60497 -2.17754 4.46122 -0.4 0.3 -0.3 0.1063
H 3.34360 -3.24563 4.33964 0.1 0.5 -0.4 0.1103
H 1.53353 -2.19149 2.99338 0.4 0.1 0.0 0.0949
```
Positions in Å, forces in eV/Å.